No. 1
The following is a quantum chemistry calculation of a cluster of 2 separate species, C5H13NO2 in total in a non-equilibrium geometry, from the OMol25 dataset.

Properties
Relative energy (zero: lowest compared OMol25 entry of this formula, charge and spin) ... 0.6903 eV
SMILES string ... CC(C)CC(N)=O.O
HOMO energy ... -10.10 eV
Gap between HOMO and LUMO ... 10.89 eV
LUMO energy ... 0.79 eV

Each line ends with the Mulliken charge.
CARTESIAN COORDINATES (ANGSTROEM)
C  -0.96376  -0.28770  -1.53731  -1.256
C  -1.15956  0.12267  -0.07446  0.755
C  -2.09533  -0.83580  0.71006  -1.340
C  0.19905  0.15742  0.68509  -1.022
C  1.20984  1.08024  0.05125  0.314
N  1.25434  2.33571  0.63023  -0.376
O  1.77996  0.86304  -1.00171  -0.578
H  -0.00676  -0.79147  -1.66542  0.231
H  -1.73689  -0.99873  -1.83442  0.377
H  -0.96016  0.54567  -2.23600  0.295
H  -1.59942  1.08834  -0.00627  0.346
H  -1.53852  -1.36968  1.47549  0.351
H  -2.67831  -1.48172  0.06005  0.359
H  -2.82825  -0.24289  1.25295  0.302
H  0.03854  0.46061  1.71982  0.351
H  0.54061  -0.86919  0.68295  0.484
H  2.10785  2.86527  0.59671  0.236
H  0.50066  2.72608  1.16035  0.190
O  2.86128  -1.97732  0.03373  -0.658
H  2.24325  -2.36128  -0.58799  0.312
H  2.83157  -1.02930  -0.11511  0.329


No. 2
The following is a quantum chemistry calculation of a cluster of 3 separate species, C16H28N2O8 in total, from the OMol25 dataset.

Properties
SMILES string ... CC(=O)OCCCCNC(=O)OCN.O=C1CCCO1.O=C1CCCO1
HOMO energy ... -10.06 eV
Gap between HOMO and LUMO ... 10.43 eV
LUMO energy ... 0.37 eV

Each line ends with the Mulliken charge.
CARTESIAN COORDINATES (ANGSTROEM)
C  6.70610  1.09987  -1.00197  -1.003
C  6.65786  1.35403  -2.49138  0.759
O  7.60332  1.22361  -3.20944  -0.547
O  5.45708  1.68448  -3.03457  -0.342
C  4.44879  2.32953  -2.25241  -0.862
C  3.25925  1.40769  -2.03899  -0.110
C  2.22658  1.99281  -1.06968  -0.716
C  1.05032  2.73157  -1.71546  -0.980
N  0.36423  1.99755  -2.76816  -0.084
C  -0.37790  0.90117  -2.43362  0.392
O  -0.94692  0.75628  -1.38411  -0.555
O  -0.45962  0.01195  -3.46995  -0.362
C  0.28445  -1.19541  -3.29842  -0.171
N  -0.19967  -1.98535  -2.19479  -0.538
H  5.82766  0.55702  -0.65460  0.292
H  7.60936  0.53834  -0.79010  0.311
H  6.75223  2.03986  -0.45042  0.317
H  4.15100  3.20461  -2.83365  0.250
H  4.84746  2.68889  -1.30344  0.443
H  2.82231  1.19585  -3.01829  0.237
H  3.62429  0.44778  -1.66810  0.289
H  2.72042  2.71521  -0.41209  0.533
H  1.83415  1.21333  -0.41415  0.344
H  1.37631  3.68884  -2.12641  0.438
H  0.31566  2.95904  -0.94495  0.320
H  0.85939  1.88102  -3.63892  0.360
H  0.12022  -1.75777  -4.21366  0.299
H  1.35239  -0.93510  -3.24085  0.216
H  0.10701  -1.62360  -1.29992  0.204
H  0.14233  -2.93502  -2.27708  0.236
O  -5.87178  -2.21931  1.44368  -0.599
C  -5.23501  -1.32334  0.97068  0.464
C  -5.70407  -0.21324  0.04877  -0.455
C  -4.39798  0.34695  -0.50917  -0.475
C  -3.42174  0.04741  0.62110  -0.236
O  -3.91576  -1.16502  1.22781  -0.282
H  -6.24333  0.51741  0.65553  0.250
H  -6.38213  -0.61290  -0.70035  0.306
H  -4.43371  1.40381  -0.76306  0.385
H  -4.10131  -0.20651  -1.40067  0.226
H  -3.41542  0.82975  1.38389  0.237
H  -2.40885  -0.12559  0.27338  0.186
O  0.35361  -1.43484  5.32405  -0.588
C  -0.78790  -1.76515  5.18745  0.522
C  -1.33466  -3.01672  4.52628  -0.469
C  -2.80070  -2.66767  4.28959  -0.016
C  -3.07015  -1.68510  5.42247  -0.488
O  -1.81726  -1.01158  5.64439  -0.356
H  -1.20800  -3.84783  5.22336  0.261
H  -0.77472  -3.23215  3.62030  0.293
H  -3.47520  -3.52077  4.29940  0.395
H  -2.91510  -2.16535  3.32930  -0.119
H  -3.35677  -2.18639  6.34983  0.267
H  -3.81816  -0.93391  5.18158  0.320


No. 3
The following is a quantum chemistry calculation of a structure of composition C5H8N2 in a non-equilibrium geometry, from the OMol25 dataset.

Properties
Relative energy (zero: lowest compared OMol25 entry of this formula, charge and spin) ... 5.5199 eV
HOMO energy (alpha / beta) ... -8.15 / -8.15 eV
Gap between HOMO and LUMO (alpha / beta) ... 7.86 / 7.86 eV
LUMO energy (alpha / beta) ... -0.29 / -0.29 eV

Each line ends with the Mulliken charge.
CARTESIAN COORDINATES (ANGSTROEM)
C  -0.93340  1.16052  0.06066  -1.396
C  -0.28697  -0.18811  -0.15813  1.405
C  1.06697  -0.10534  -0.72366  -1.025
C  2.00462  0.85709  -0.32533  0.170
N  2.85178  1.61571  0.13211  -0.579
C  -0.69419  -1.32730  0.71837  -0.636
N  -1.08325  -1.30460  -0.69699  -0.670
H  -0.32058  1.79210  0.71960  0.374
H  -1.05443  1.68940  -0.89509  0.308
H  -1.91884  1.04249  0.52727  0.405
H  1.38345  -0.83268  -1.45643  0.478
H  2.45422  -0.17621  0.41875  0.312
H  -1.44204  -1.12067  1.48699  0.261
H  0.03009  -2.09986  0.97836  0.304
H  -2.05742  -1.00256  -0.78647  0.292


No. 4
The following is a quantum chemistry calculation of a structure of composition C20H42NOP3W in a non-equilibrium geometry, from the OMol25 dataset.

Properties
Multiplicity ... 3
Relative energy (zero: lowest compared OMol25 entry of this formula, charge and spin) ... 0.0000 eV
Charge ... +4
HOMO energy (alpha / beta) ... -21.47 / -21.69 eV
Gap between HOMO and LUMO (alpha / beta) ... 5.80 / 6.06 eV
LUMO energy (alpha / beta) ... -15.67 / -15.63 eV

Each line ends with the Mulliken charge.
CARTESIAN COORDINATES (ANGSTROEM)
W  -0.12420  -0.01176  0.04985  0.052
P  2.03053  0.91458  0.03341  0.857
P  -0.33783  -0.21728  2.55219  0.671
P  -1.47565  2.02511  0.22010  1.153
H  -1.12794  -3.50333  -1.07627  0.068
C  -0.86325  -2.83211  -1.90614  -0.406
C  0.40475  -2.58027  -2.28183  -0.190
H  1.29108  -3.05243  -1.83214  0.059
C  3.49260  -0.15526  -0.20253  -1.135
C  2.48025  1.74950  1.61762  -1.043
C  2.26145  2.32880  -1.11066  -1.145
C  -1.87635  -1.16947  2.79100  -1.086
C  0.97820  -1.27347  3.26818  -0.850
C  -0.41810  1.05682  3.85752  -1.336
C  -1.51305  3.05605  -1.28889  -1.291
C  -1.03527  3.31154  1.45977  -1.308
C  -3.24868  1.73917  0.55592  -1.473
H  -1.69203  -2.50890  -2.55628  0.525
H  0.60685  -2.05165  -3.22050  0.431
H  3.55152  -0.47038  -1.25005  0.460
H  3.42258  -1.04176  0.44048  0.318
H  4.39554  0.41043  0.06378  0.504
H  2.64535  1.03219  2.43036  0.359
H  1.71914  2.46721  1.94172  0.008
H  3.42089  2.29560  1.45362  0.653
H  2.17573  1.95936  -2.13971  0.319
H  3.24539  2.77266  -0.91633  0.570
H  1.49394  3.08909  -0.93629  0.345
H  -2.07227  -1.24133  3.87000  0.507
H  -1.77612  -2.17821  2.37522  0.333
H  -2.72048  -0.67657  2.29362  0.253
H  0.69582  -1.49939  4.30741  0.561
H  1.94455  -0.75355  3.24721  0.289
H  1.07983  -2.21233  2.71229  0.010
H  -0.72243  0.56796  4.79277  0.586
H  -1.14218  1.83828  3.62532  0.331
H  0.56836  1.52422  3.99299  0.383
H  -1.35984  4.10990  -1.02817  0.597
H  -2.48401  2.94340  -1.78376  0.471
H  -0.74138  2.73427  -1.99703  0.226
H  -1.21921  4.29843  1.01183  0.587
H  0.01810  3.28036  1.75156  0.184
H  -1.66847  3.21753  2.34814  0.441
H  -3.80212  2.63371  0.23501  0.485
H  -3.42089  1.56106  1.62585  0.458
H  -3.61458  0.87246  -0.00348  0.388
C  0.04250  0.53724  -3.30518  0.557
C  -0.90715  0.17322  -2.23414  1.542
C  -2.25195  0.11457  -2.67532  -0.344
C  -2.69378  0.97650  -3.66275  -1.024
C  -1.78583  1.59912  -4.53971  -0.478
C  -0.43538  1.28006  -4.44997  -0.537
O  1.28027  0.19040  -3.18574  -0.561
H  1.27757  0.08614  -1.53230  -0.126
H  -0.62088  -0.74854  -1.56560  -1.352
H  -2.88248  -0.66683  -2.25107  0.728
H  -3.76636  1.15390  -3.76362  0.525
H  -2.15766  2.27597  -5.31062  0.546
H  0.29682  1.56629  -5.20690  0.565
C  1.67204  -4.92585  1.63779  -1.490
C  1.05398  -4.39677  0.34071  -0.312
C  0.71751  -3.01119  0.49502  0.237
N  0.30646  -1.91272  0.36850  0.205
H  2.53073  -4.30112  1.89868  0.421
H  2.01277  -5.95489  1.52005  0.416
H  0.92061  -4.87761  2.42839  0.417
H  1.77547  -4.54790  -0.47833  0.472
H  0.14864  -4.97021  0.07740  0.416